1.
The following is a DFT calculation (ωB97M-V/def2-TZVPD) of a 2-piece molecular cluster, C2H4FNO2 overall.

Geometry as XYZ:
```
10
Properties=species:S:1:pos:R:3:forces:R:3:mulliken_charge:R:1
C -1.15527 0.05095 -0.56700 -1.7 -1.3 -0.5 -0.99
C 0.12247 -0.32206 0.03979 -0.8 -1.2 1.4 0.37
N 1.32265 0.40059 0.10545 0.0 1.1 -0.3 0.95
O 1.21008 1.61317 0.10754 -0.4 0.9 -0.2 -0.58
O 2.36699 -0.18821 0.17229 0.9 -0.9 0.0 -0.56
F 0.31447 -1.61246 0.15349 0.1 -0.6 -0.3 -0.18
H -2.08202 -0.43335 -0.10641 1.5 0.6 0.2 0.29
H -1.22992 -0.42608 -1.57236 0.5 0.5 0.2 0.28
H -1.32768 1.09583 -0.62444 0.1 0.9 -0.1 0.34
H 0.45822 -0.17838 2.29166 -0.3 0.1 -0.4 0.09
```
Forces are in eV/Å.

## Properties
orbital gap (spin up / spin down)	9.5 / 8.5	eV
LUMO level (spin up / spin down)	-0.0604 / -0.0391	Eh
energy above the lowest of the compared OMol25 structures with the same formula, charge and spin	720.1	kJ/mol
HOMO (spin up / spin down)	-11.13 / -9.60	eV
molar mass	93.1	g/mol

2.
The following is a DFT calculation (ωB97M-V/def2-TZVPD) of a 2-piece molecular cluster, C5H11O2 overall.

Geometry as XYZ:
```
18
Properties=species:S:1:pos:R:3:forces:R:3:mulliken_charge:R:1
C 1.47247 -2.36972 0.25768 -0.8 -0.4 -1.9 -0.65
C 0.36553 -2.63276 -0.82339 1.0 -0.6 1.0 -0.91
H 1.53683 -1.29442 0.38826 0.0 0.0 0.7 0.12
H 1.23470 -2.97080 1.12780 0.3 0.4 0.4 0.28
H 2.40331 -2.70306 -0.20130 0.3 0.0 0.4 0.27
H 0.60483 -2.03611 -1.69703 -0.6 0.2 -0.1 0.28
H -0.60741 -2.47707 -0.36897 -0.2 0.5 -0.4 0.27
H 0.39791 -3.68707 -1.11379 0.0 0.0 -0.1 0.34
C -0.81368 1.66523 -0.13857 -0.5 -0.8 -2.0 -0.10
C 0.24764 1.83048 0.91250 -0.1 0.0 0.2 -0.86
C -1.96246 2.70956 -0.21911 -0.3 0.2 1.0 0.33
O -1.97923 3.55983 -1.13208 0.3 -0.2 -0.1 -0.74
O -2.79396 2.56413 0.72403 0.3 0.2 -0.4 -0.75
H -0.30350 1.53758 -1.11299 -0.1 0.6 0.1 0.26
H -1.34924 0.70788 -0.09205 0.1 0.0 0.7 0.13
H 1.00515 2.52307 0.54225 0.1 0.0 0.2 0.25
H 0.70970 0.85910 1.10190 0.2 0.1 0.2 0.13
H -0.16861 2.21413 1.84485 0.0 0.0 0.0 0.34
```
Forces are in eV/Å.

## Properties
net charge	-1
orbital gap	7.0	eV
LUMO level	0.1214	Eh
energy above the lowest of the compared OMol25 structures with the same formula, charge and spin	51.7	kJ/mol
HOMO	-3.74	eV
molar mass	103.1	g/mol

3.
The following is a DFT calculation (ωB97M-V/def2-TZVPD) of C28H36As2PbSi as an isolated structure.

Geometry as XYZ:
```
68
Properties=species:S:1:pos:R:3:forces:R:3:mulliken_charge:R:1
C 0.70680 1.88154 1.55317 0.1 0.5 -0.4 -0.43
C 1.12071 2.28270 0.25663 -0.8 0.1 0.0 -0.70
C -0.06125 2.48532 -0.53703 0.5 -0.7 0.7 -0.92
H 2.13608 2.47089 -0.07331 -0.1 -0.1 0.1 0.45
C -1.18224 2.21193 0.30175 0.3 -0.3 -0.3 -0.68
C -0.70246 1.84756 1.57809 0.2 0.1 -0.2 -0.38
H -1.31569 1.66802 2.45367 0.1 -0.1 0.0 0.53
H 1.36284 1.72151 2.40271 -0.1 -0.1 -0.1 0.52
H -0.09114 2.83965 -1.55724 0.0 0.0 0.0 0.53
H -2.22192 2.32457 0.00913 0.1 0.0 0.1 0.42
Pb 0.31489 -0.47477 -0.69072 0.2 2.1 0.4 0.96
C -0.48284 -0.72722 -2.78880 -0.6 -0.3 -0.1 -1.43
H -1.43788 -0.19052 -2.88628 0.3 -0.2 -0.1 0.25
H -0.61571 -1.78874 -3.03433 0.0 0.6 0.2 0.36
H 0.27002 -0.27904 -3.45409 -0.2 -0.1 0.1 0.27
Si -0.53806 -2.00982 -6.07581 -0.2 -0.4 -0.1 0.29
C 1.21960 -1.76806 -6.54910 0.7 -0.4 -0.5 0.44
C 1.87342 -0.55330 -6.29691 0.7 -0.2 -0.3 -0.06
H 1.33967 0.27726 -5.82707 0.1 -0.2 -0.2 0.37
C 3.22393 -0.39497 -6.64935 -0.1 -0.4 -0.1 -0.73
H 3.72882 0.55510 -6.45631 -0.1 -0.3 -0.1 0.36
C 3.92215 -1.45576 -7.25584 -0.4 0.2 0.2 -0.39
H 4.97495 -1.32864 -7.53166 -0.5 -0.1 0.1 0.36
C 3.26283 -2.66621 -7.50913 0.2 -0.2 -0.1 -0.42
H 3.80906 -3.49183 -7.98947 -0.3 0.4 0.3 0.34
C 1.92091 -2.83492 -7.15706 0.4 0.9 0.2 -0.52
H 1.40911 -3.77561 -7.35277 0.1 0.2 0.0 0.32
C -1.51181 -0.50820 -6.50349 -0.7 0.5 0.2 0.47
C -1.31850 0.15681 -7.72802 -0.5 0.4 0.3 -0.34
H -0.58103 -0.21107 -8.44460 -0.1 0.1 0.2 0.36
C -2.07998 1.29343 -8.03927 -0.1 -0.1 0.3 -0.54
H -1.91802 1.81815 -8.98540 -0.1 -0.2 0.3 0.36
C -3.04915 1.76244 -7.13434 0.4 -0.3 0.0 -0.37
H -3.63683 2.65564 -7.37466 0.3 -0.4 0.1 0.36
C -3.25660 1.08450 -5.92671 -0.2 0.0 0.1 -0.56
H -4.00950 1.45043 -5.21321 0.3 -0.2 -0.4 0.34
C -2.51628 -0.06208 -5.61827 0.2 0.5 -0.7 -0.35
H -2.70296 -0.60515 -4.69199 0.1 0.2 -0.2 0.38
H -0.55552 -2.33517 -4.65088 -0.3 -0.2 -0.2 -0.13
H -1.14304 -3.12802 -6.81642 0.1 -0.3 -0.2 -0.27
C 2.72636 -3.74315 1.79107 0.2 0.2 0.4 -1.22
As 1.83770 -2.05406 1.43884 -0.8 0.0 -0.3 0.31
C 3.35840 -0.78791 1.29778 -0.1 -0.3 0.4 -1.00
C 0.72768 -1.80783 3.09673 0.0 -0.2 -0.2 0.10
C 1.33284 -1.90890 4.34742 -0.3 0.0 0.2 -0.38
C 0.55971 -2.02453 5.50986 -0.2 0.1 -0.1 -0.65
C -0.83180 -2.05412 5.41886 -0.1 0.0 -0.3 -0.53
C -1.46789 -1.97314 4.16555 0.5 0.2 0.1 -0.55
C -0.69494 -1.82106 3.00900 0.1 -0.2 -0.7 0.00
As -1.62114 -1.65751 1.21223 1.5 0.3 0.5 0.54
C -3.38998 -0.86535 1.68144 0.0 -0.9 -0.2 -1.15
C -1.44935 -3.52724 0.50248 -1.1 0.0 0.4 -0.89
H 3.31725 -3.94363 0.89133 0.0 -0.1 0.3 0.39
H 1.94990 -4.50227 1.92332 0.3 0.1 0.0 0.33
H 3.35978 -3.66672 2.67644 0.1 -0.3 -0.1 0.38
H 3.04285 0.24693 1.49339 0.0 -0.4 -0.1 0.24
H 4.15809 -1.09320 1.98561 -0.1 0.2 -0.2 0.39
H 3.70989 -0.88594 0.25475 -0.2 0.1 0.5 0.35
H 2.42070 -1.91446 4.42550 -0.2 0.0 0.0 0.40
H 1.04138 -2.11004 6.48685 -0.1 0.1 -0.3 0.37
H -1.43871 -2.15280 6.32054 0.2 0.0 -0.2 0.37
H -2.55954 -2.03865 4.09873 0.4 0.1 0.1 0.31
H -3.20620 0.04325 2.27112 0.2 -0.3 -0.3 0.32
H -3.84619 -0.59850 0.71840 0.1 0.0 0.4 0.37
H -4.04310 -1.54927 2.23829 0.1 0.2 -0.2 0.42
H -0.38923 -3.82184 0.50553 -0.4 0.4 0.1 0.27
H -2.03180 -4.24579 1.08941 0.1 0.0 -0.2 0.34
H -1.81786 -3.50894 -0.53089 0.1 -0.1 0.2 0.35
```
Forces are in eV/Å.

## Properties
orbital gap	6.4	eV
LUMO level	0.0049	Eh
HOMO	-6.23	eV
molar mass	757.7	g/mol

4.
The following is a DFT calculation (ωB97M-V/def2-TZVPD) of an isolated ion of composition C13H27ClN3O5P2 and charge +1.

Geometry as XYZ:
```
51
Properties=species:S:1:pos:R:3:forces:R:3:mulliken_charge:R:1
C -4.80639 -1.78520 -1.38506 -0.8 -0.8 0.1 -0.39
O -5.04653 -0.33161 -1.39802 2.2 -0.3 -0.4 -0.37
C -3.85384 0.42759 -1.80792 0.9 0.1 -0.9 -0.65
C -2.56845 0.29624 -0.79838 0.1 0.4 -0.1 0.39
C -2.93312 0.43932 0.80081 0.0 -0.5 -0.5 -0.75
C -2.31946 -0.86967 1.64199 -0.4 1.2 0.7 -0.57
C -0.83240 -0.53152 2.31447 -0.3 0.1 -0.6 -0.35
C 0.19962 -1.77756 2.04893 -0.4 -0.1 0.7 -0.64
C 1.76725 -1.34533 1.82352 0.5 -0.9 -0.8 -0.72
C 1.99126 -0.13761 0.72343 0.8 1.5 0.0 0.15
N 2.49824 1.24201 1.17011 -1.3 -4.6 -5.4 0.65
P 2.93297 1.85288 2.79383 -1.4 -1.0 1.8 -0.09
P 4.18662 3.63810 2.71018 3.7 6.5 -3.5 0.81
O 4.15770 4.41407 1.33192 -0.5 -3.3 4.9 -0.55
O 3.58117 4.77180 3.93014 0.8 -4.6 -1.1 -0.44
O 5.86605 3.34975 3.13486 -3.0 1.6 -0.4 -0.50
N 2.59227 2.08647 0.05921 -2.1 -4.5 -4.0 -0.51
C 2.14648 1.25572 -1.13331 0.9 0.9 2.9 0.13
Cl 2.12537 2.03316 -2.81528 0.0 -1.7 3.5 -0.04
N 1.77970 -0.17415 -0.80506 2.1 5.1 4.9 0.37
C 1.33381 -1.34343 -1.65226 -0.7 -2.2 -0.4 -0.49
C 0.28509 -0.98046 -2.85674 -0.5 0.1 -1.1 0.51
C 1.08454 -0.89099 -4.32310 -0.1 0.8 1.0 -1.10
O -0.73226 -2.06585 -3.05746 1.6 0.5 1.9 -0.53
H -5.63122 -2.31330 -2.04649 1.7 1.2 1.3 0.26
H -4.97167 -2.16927 -0.28136 0.6 0.7 -2.2 0.20
H -3.76439 -2.10088 -1.81339 -1.8 0.7 0.9 0.10
H -4.09938 1.57009 -1.97889 0.0 -2.5 0.7 0.33
H -3.50463 0.01460 -2.86483 -0.6 0.8 2.0 0.26
H -2.03766 -0.73061 -1.05908 -1.0 2.1 0.8 -0.41
H -1.82058 1.17703 -1.05199 -1.4 -1.8 0.2 0.35
H -2.49372 1.45419 1.19122 -0.8 -2.0 -0.6 0.33
H -4.10331 0.49871 0.88775 2.3 -0.3 0.0 0.35
H -2.26356 -1.75804 0.86885 -0.1 1.6 1.9 0.30
H -3.03902 -1.08844 2.55257 1.4 0.1 -2.1 0.31
H -0.88980 -0.33716 3.47721 -0.1 -0.4 -2.4 0.33
H -0.49702 0.49492 1.83191 -0.3 -2.2 0.8 0.15
H 0.14841 -2.46267 3.02334 0.4 1.4 -2.2 0.38
H -0.18960 -2.46681 1.16963 0.9 1.6 1.7 0.31
H 2.31965 -2.30951 1.38741 -1.0 2.2 0.8 0.32
H 2.32110 -1.12035 2.85735 -1.3 0.0 -2.5 0.32
H 3.73797 0.80035 3.42857 -0.2 0.8 -1.2 0.14
H 3.39708 4.18970 4.72782 0.2 1.3 -0.8 0.33
H 6.30179 4.26784 3.05583 -0.9 -1.8 0.1 0.35
H 2.23829 -1.95220 -2.13796 -1.6 1.8 1.3 0.23
H 0.82049 -2.11825 -0.90486 1.1 1.9 -1.4 0.20
H -0.35980 -0.00224 -2.64675 1.8 -1.9 -0.2 0.06
H 2.19404 -0.50206 -4.13895 -2.4 -0.9 -0.5 0.29
H 1.09635 -1.95606 -4.82107 -0.1 2.3 1.0 0.33
H 0.51821 -0.07180 -4.95625 1.2 -2.0 1.0 0.29
H -0.86373 -2.58150 -2.20840 0.2 1.0 -1.4 0.29
```
Forces are in eV/Å.

## Properties
net charge	+1
orbital gap	7.3	eV
SMILES string	COCCCCCCCc1n(PP(=O)(O)O)nc(Cl)[n+]1C[C@@H](C)O
LUMO level	-0.1669	Eh
HOMO	-11.87	eV
molar mass	402.8	g/mol